(1)
Formula: C22H30O2SiW
Source: the OMol25 dataset
Level of theory: ωB97M-V/def2-TZVPD

```
56
Properties=species:S:1:pos:R:3:forces:R:3
C 1.0477 2.5745 1.9138 -0.99 -0.12 0.18
C 0.0791 2.7726 0.8605 -0.20 -0.14 0.30
C -1.2393 2.6362 1.4306 0.51 0.20 0.07
H 0.2915 3.0752 -0.1664 -0.09 -0.28 0.35
C -1.0951 2.3697 2.8368 0.88 0.04 -0.77
C 0.3201 2.3600 3.1455 -0.39 0.09 -1.35
H 0.7599 2.2218 4.1310 -0.09 -0.13 -0.26
H 2.1293 2.6251 1.8044 -0.30 0.01 0.02
H -2.1748 2.7976 0.8898 0.39 -0.22 0.20
H -1.9061 2.2476 3.5519 0.24 0.01 -0.24
W -0.1312 0.5717 1.5781 -0.10 -1.07 3.63
C -1.5246 -3.1736 -3.5887 -0.07 -0.13 -0.14
H -2.2442 -3.1930 -2.7647 0.11 0.03 -0.13
H -1.8397 -2.4387 -4.3376 0.09 -0.15 0.21
H -0.5291 -2.9173 -3.2138 -0.15 -0.02 -0.09
Si -0.1925 -0.3975 -0.7268 0.21 0.91 -3.36
C 1.5201 -0.3850 -1.5056 0.02 -0.09 0.69
C 2.3110 0.7762 -1.5424 0.51 -0.16 -0.26
H 1.9626 1.7025 -1.0803 0.07 -0.21 -0.17
C 3.5613 0.7639 -2.1792 -0.24 0.19 0.19
H 4.1708 1.6728 -2.1981 -0.25 -0.34 -0.02
C 4.0335 -0.4025 -2.7838 -0.37 -0.33 0.07
H 5.0050 -0.4127 -3.2865 -0.39 0.02 0.20
C 3.2550 -1.5714 -2.7367 -0.12 0.36 0.19
H 3.6191 -2.4828 -3.2061 -0.10 0.17 0.11
C 2.0165 -1.5649 -2.0776 0.47 -0.04 -0.22
H 1.4306 -2.4851 -2.0237 0.18 0.22 -0.09
C -1.3213 0.6585 -1.7887 -0.04 0.06 0.17
C -0.9130 1.1972 -3.0203 -0.18 0.40 0.03
H 0.0602 0.9305 -3.4369 -0.26 0.11 0.11
C -1.7398 2.0964 -3.7073 -0.04 -0.19 0.12
H -1.4078 2.5234 -4.6557 -0.12 -0.18 0.27
C -2.9876 2.4557 -3.1801 0.26 -0.18 0.18
H -3.6322 3.1553 -3.7185 0.25 -0.24 0.22
C -3.4070 1.9058 -1.9626 0.04 -0.18 0.07
H -4.3705 2.1940 -1.5369 0.23 -0.17 -0.20
C -2.5915 0.9865 -1.2890 -0.18 0.56 -0.31
H -2.9485 0.5352 -0.3568 0.02 0.11 -0.20
H -0.7672 -1.7570 -0.8953 -0.02 -0.31 0.88
H -1.4882 -4.1665 -4.0544 0.00 0.30 0.14
C -1.8598 -0.6543 4.0523 -0.16 -0.14 0.43
O -1.2508 -1.1241 2.8130 1.38 1.37 -0.99
C -0.5052 -2.3735 2.8637 -0.31 0.06 0.54
C 0.8574 -2.3208 2.1651 0.24 0.05 -0.18
O 1.4229 -0.9824 2.0768 -1.22 0.61 -0.15
C 2.2101 -0.5844 3.2291 0.31 -0.20 0.26
H -2.7031 -0.0145 3.7683 0.20 -0.33 0.05
H -1.1414 -0.0710 4.6532 -0.17 -0.34 -0.25
H -2.2147 -1.5169 4.6361 0.07 0.33 -0.30
H -0.3690 -2.6505 3.9151 -0.26 0.01 -0.23
H -1.1294 -3.0818 2.3284 0.02 -0.39 0.25
H 1.5548 -2.9350 2.7504 -0.11 0.01 -0.43
H 0.7818 -2.6810 1.1334 0.18 0.12 0.25
H 2.6816 0.3717 2.9927 -0.03 -0.25 -0.03
H 1.5725 -0.4816 4.1158 0.14 -0.10 -0.11
H 2.9702 -1.3578 3.3846 -0.10 0.27 0.07
```
Positions in Å, forces in eV/Å.

Output
Spin multiplicity: 3
HOMO level (alpha / beta) (eV): -14.3 / -14.3
E_tot (eV): -37079.416
Total charge: +2
Expectation value of S²: 2.338
Energy above the lowest of the compared OMol25 structures with the same formula, charge and spin (kJ/mol): 0.00
Frontier orbital gap (alpha / beta) (eV): 4.706 / 6.048

---

(2)
Formula: C22H31BiClN2O4
Source: the OMol25 dataset
Level of theory: ωB97M-V/def2-TZVPD

```
61
Properties=species:S:1:pos:R:3:forces:R:3
Bi 0.0185 -0.1236 0.4503 0.45 1.44 0.60
Cl 2.1749 -0.2692 -0.9796 1.57 -0.11 -0.97
N 0.3730 2.3461 0.3490 -1.32 1.50 -1.50
N 0.1801 -2.5409 0.6305 -1.18 -1.62 -1.45
C -0.5792 3.0254 -0.2503 1.77 -2.38 1.05
C -0.4813 -3.1961 -0.2969 1.16 2.01 1.66
C 1.3909 3.3175 0.8401 -0.54 -0.12 -0.13
C 0.6025 4.6381 0.7848 -0.61 0.03 0.10
C 2.5523 3.3671 -0.1361 0.05 -0.01 -0.25
C 1.8700 2.9744 2.2385 0.01 0.14 0.22
H 2.2086 3.7570 -1.1039 0.13 -0.16 0.10
H 2.9632 2.3648 -0.2802 -0.01 0.12 -0.05
H 3.3178 4.0444 0.2608 0.01 -0.09 -0.09
H 1.0283 2.7071 2.8846 0.11 -0.04 -0.10
H 2.3874 3.8479 2.6577 0.01 -0.13 -0.01
H 2.5858 2.1444 2.2051 -0.20 0.08 0.00
C 1.1352 -3.4616 1.3095 -0.45 0.35 -0.31
C 0.7948 -4.8060 0.6466 -0.41 -0.27 -0.42
C 0.8764 -3.4858 2.8090 -0.13 -0.15 0.08
C 2.5714 -3.0673 1.0329 0.23 -0.02 -0.15
H 2.7440 -3.0122 -0.0461 0.07 0.14 0.18
H 3.2281 -3.8323 1.4669 0.00 0.11 -0.03
H 2.8081 -2.0979 1.4804 -0.03 -0.10 -0.18
H -0.1577 -3.7936 3.0036 0.15 0.18 0.09
H 1.0673 -2.5044 3.2589 -0.15 -0.17 -0.13
H 1.5490 -4.2170 3.2762 -0.09 0.10 -0.01
O -0.1940 -4.4837 -0.3997 0.37 -1.17 0.09
H 0.3234 -5.5140 1.3511 0.11 0.24 -0.38
H 1.6590 -5.2848 0.1556 -0.41 0.22 0.15
O -0.5442 4.3397 -0.1009 0.43 1.18 0.16
H 1.1524 5.4861 0.3451 -0.21 -0.40 0.12
H 0.2122 4.9219 1.7795 -0.03 -0.12 -0.48
C -1.6858 2.3698 -1.0516 0.14 0.49 0.10
C -1.5447 -2.5689 -1.1791 0.18 -0.44 -0.31
C -1.1764 -1.3166 -1.9757 0.44 -0.07 -1.69
H -2.3843 -2.3373 -0.4927 0.26 0.14 -0.20
H -1.8919 -3.3729 -1.8392 0.05 0.15 -0.01
C -1.1063 -0.0649 -1.3609 -1.10 -0.56 3.42
C -1.2679 1.1922 -1.9318 0.48 0.08 -1.51
H -0.6435 -0.3313 2.4407 -2.18 0.60 2.33
C -0.8796 1.2216 -3.2787 -0.38 0.36 1.37
C -0.5419 0.0014 -3.9108 0.08 -0.24 -0.61
C -0.6824 2.5775 -3.8854 0.01 -0.04 -0.25
C -0.7704 -1.2603 -3.3167 -0.30 -0.30 1.07
H -0.0958 0.0258 -4.9097 -0.23 0.03 0.21
C -0.4780 -2.5670 -3.9906 0.05 0.04 -0.36
H -0.0853 -2.3750 -4.9929 -0.03 -0.30 0.01
H -1.3949 -3.1728 -4.0542 0.27 0.06 -0.16
H 0.2620 -3.1373 -3.4019 -0.21 0.18 -0.34
H -1.6041 3.1676 -3.7821 0.24 0.00 -0.23
H -0.4050 2.4828 -4.9371 -0.04 0.26 0.00
H 0.1150 3.1105 -3.3389 -0.20 -0.11 -0.32
H -2.1811 3.1752 -1.6098 0.10 -0.22 -0.04
H -2.4114 2.0120 -0.2925 0.24 -0.03 -0.32
C -3.3744 0.3091 3.9359 -0.18 0.61 0.33
O -2.6914 0.2940 2.6792 -0.88 -0.61 0.43
C -1.3549 0.5372 2.7605 2.44 -1.85 -1.00
O -0.8230 1.4752 3.3566 -0.31 1.17 0.73
H -2.8330 -0.2428 4.7594 -0.30 0.59 -0.87
H -4.3492 -0.1801 3.7669 0.38 0.23 0.07
H -3.5384 1.3840 4.2098 0.10 -0.97 0.21
```
Positions in Å, forces in eV/Å.

Output
HOMO level (alpha / beta) (eV): -0.6 / -1.0
E_tot (eV): -52846.371
Total charge: -1
Frontier orbital gap (alpha / beta) (eV): 3.301 / 3.719

---

(3)
Formula: C22H31Br2NO4P
Source: the OMol25 dataset
Level of theory: ωB97M-V/def2-TZVPD

```
61
Properties=species:S:1:pos:R:3:forces:R:3
C 4.8982 -2.4073 -0.4767 -0.16 0.11 0.03
C 4.5738 -1.3685 0.0193 0.01 -0.05 0.00
C 4.1639 -0.1019 0.6298 -0.16 -0.46 -0.22
C 2.7098 0.2052 0.3185 0.35 -0.01 -0.03
C 1.8107 -0.8176 0.2489 -0.43 -0.34 -0.09
C 0.4790 -0.5929 -0.0750 -0.15 0.37 0.11
C -0.4447 -1.7591 -0.1455 0.58 -0.90 -0.60
C -0.1270 -2.7120 -1.3209 -0.49 0.94 -0.08
C 0.3812 -2.1836 -2.5933 0.58 -0.73 0.41
O 1.2252 -2.8894 -1.6478 0.01 0.02 0.01
C 0.0450 0.7273 -0.2801 -0.31 -0.43 -0.16
P -1.7350 1.2030 -0.5812 -0.27 0.71 0.11
C -2.6202 0.4643 0.8717 0.41 -0.26 0.01
C -1.7873 0.5864 2.1505 -0.31 -0.08 -0.12
C -2.2943 0.2645 -2.0665 -0.31 -0.48 0.27
C -3.7982 -0.0511 -1.9338 0.55 -0.06 -0.03
C 0.9771 1.7491 -0.1855 -0.04 0.05 -0.10
C 0.5884 3.1789 -0.3904 0.34 0.63 0.22
C 0.2994 3.9184 0.9395 0.07 -0.07 -0.31
C -0.7791 4.9722 0.8202 0.22 -0.08 -0.05
O -1.5472 5.1944 1.6916 -0.42 0.14 0.46
O -0.7152 5.7421 -0.3129 -0.03 -0.16 -0.12
N 2.2832 1.4751 0.1138 -0.04 0.08 0.02
C 3.2321 2.5941 0.1727 0.18 -0.06 0.02
C 3.7234 3.0269 -1.2001 -0.07 -0.19 0.11
O 4.0543 4.1525 -1.3857 0.19 0.58 -0.20
H 5.1424 -3.3371 -0.9286 0.11 -0.07 -0.02
H 4.2546 -0.2120 1.7125 0.16 0.29 0.10
H 4.8398 0.6650 0.2714 0.09 0.09 0.13
H 2.1351 -1.8298 0.4227 0.21 -0.04 -0.01
H -1.4820 -1.4722 -0.2404 -0.03 -0.03 0.23
H -0.2880 -2.3586 0.7544 -0.29 0.10 0.17
H -0.7832 -3.5790 -1.3713 0.21 -0.09 0.14
H 0.2697 -2.7758 -3.4898 -0.31 0.28 -0.22
H 0.6060 -1.1297 -2.6873 -0.01 0.09 -0.11
H -3.5362 1.0370 0.9869 -0.09 0.11 -0.12
H -2.9056 -0.5739 0.7137 -0.09 -0.01 0.06
H -2.4367 0.4846 3.0158 0.01 0.01 0.11
H -1.3003 1.5580 2.2058 0.07 0.07 0.12
H -1.0400 -0.2023 2.2100 0.13 0.02 0.02
H -1.7689 -0.6776 -2.2008 0.16 0.01 -0.13
H -2.1339 0.8781 -2.9482 0.19 0.14 -0.02
H -4.3475 0.8056 -1.5520 -0.22 0.03 -0.09
H -4.1832 -0.3512 -2.9033 -0.19 0.10 -0.07
H -3.9325 -0.8937 -1.2603 -0.15 0.01 0.12
H -0.2996 3.2055 -1.0048 -0.10 -0.18 -0.08
H 1.3517 3.7359 -0.9292 0.03 -0.06 -0.12
H 0.0185 3.2398 1.7375 -0.07 -0.05 0.07
H 1.1843 4.4659 1.2670 0.06 0.01 0.09
H -1.1264 5.2689 -1.0466 0.02 0.14 -0.15
H 4.1074 2.3115 0.7454 -0.03 -0.05 0.14
H 2.8032 3.4439 0.6842 -0.11 0.04 0.01
H 3.7908 2.2611 -1.9909 -0.07 -0.20 -0.03
Br -1.1095 -3.5760 3.2258 -0.04 0.01 0.02
C -2.2400 -5.0085 2.5473 0.11 0.02 0.06
C -2.3922 -4.9456 1.0523 -0.12 0.01 -0.04
Br -3.5769 -3.5066 0.4857 0.02 -0.03 0.01
H -3.1858 -4.9273 3.0721 -0.04 -0.01 -0.03
H -1.7444 -5.9338 2.8309 0.02 0.00 -0.01
H -2.8444 -5.8603 0.6769 -0.02 0.00 0.02
H -1.4428 -4.7805 0.5539 0.05 -0.05 0.00
```
Positions in Å, forces in eV/Å.

Output
HOMO level (eV): -11.6
E_tot (eV): -182361.248
Total charge: +1
Frontier orbital gap (eV): 7.758

---

(4)
Formula: C22H31Cl2Si
Source: the OMol25 dataset
Level of theory: ωB97M-V/def2-TZVPD

```
56
Properties=species:S:1:pos:R:3:forces:R:3
C 1.0158 0.0754 -4.5207 -0.17 -0.23 0.73
C 0.1838 0.3585 -3.2266 0.27 -0.07 0.02
C 0.3222 1.8488 -2.8476 0.09 -0.38 0.37
Si 0.9939 -1.0835 -2.2199 -1.86 1.99 1.09
C -0.2093 -2.5227 -1.7240 0.81 -0.20 -0.35
C -1.3788 -2.5225 -2.7312 0.28 0.13 0.04
C -0.8079 -2.7626 -0.2997 0.48 0.33 0.30
C 2.8367 -0.9852 -1.8353 -0.31 -0.34 -0.50
C 3.1532 -2.4821 -1.9769 0.15 -0.45 -0.28
C 3.3124 -0.4066 -0.5126 -0.19 0.03 0.40
H 0.3365 1.1086 1.3378 0.02 0.63 -0.76
H 0.5170 0.5270 -5.3964 0.42 -0.45 0.24
H 2.0449 0.4815 -4.3749 -0.75 -0.37 -0.40
H 1.0593 -1.0410 -4.6063 0.29 0.43 -0.84
H -0.9102 0.2036 -3.4102 0.97 -0.39 0.17
H -0.0732 2.4355 -3.6954 0.15 -0.11 0.42
H -0.2828 2.0412 -1.9481 0.43 0.27 -0.49
H 1.3714 2.1587 -2.6721 -0.53 -0.18 -0.02
H 0.4976 -3.3642 -1.9223 -0.75 0.08 0.03
H -1.9007 -3.4882 -2.6366 0.16 0.39 -0.29
H -2.0843 -1.7169 -2.4694 0.21 -0.32 -0.19
H -1.0202 -2.3645 -3.7582 -0.39 -0.19 0.10
H -1.5429 -3.6013 -0.3939 0.67 0.66 0.11
H 0.0086 -3.0746 0.3964 -0.84 0.26 -0.38
H -1.3562 -1.8708 0.1157 0.61 -0.90 -0.48
H 3.3083 -0.4054 -2.6465 -0.26 -0.24 0.08
H 4.2182 -2.6921 -2.1584 -0.37 0.10 0.11
H 2.8214 -3.0086 -1.0712 0.20 0.02 -0.20
H 2.5727 -2.9170 -2.8174 0.49 -0.12 0.15
H 4.3937 -0.4034 -0.4360 0.28 0.02 -0.36
H 2.9714 0.6010 -0.3430 -0.09 0.48 -0.06
H 2.9960 -0.9818 0.3445 -0.38 -0.36 0.22
Cl -3.6242 6.0385 1.0681 -0.08 0.07 0.27
C -2.9345 4.4772 1.3219 0.80 -1.00 -0.46
C -2.4686 3.7861 0.1845 0.06 -0.49 0.18
C -1.8204 2.5598 0.3557 0.04 0.47 0.63
C -1.6133 2.0153 1.6379 -0.10 0.37 0.36
C -0.6440 0.8678 1.7390 -0.60 -1.43 -1.89
C -0.2961 0.1776 2.9848 -0.22 0.44 0.14
C -0.0063 -1.1843 2.8829 -0.09 0.42 1.00
C 0.1332 -1.9117 4.0546 0.02 -0.05 0.34
C -0.0284 -1.2529 5.2911 -0.05 0.39 -0.89
Cl -0.1433 -2.2166 6.7306 0.18 0.24 -0.06
C -0.1442 0.1521 5.3404 0.13 -0.78 0.49
C -0.2336 0.8963 4.1662 0.35 -0.80 0.90
C -2.2334 2.6149 2.7424 -0.14 1.15 0.00
C -2.7976 3.9027 2.5928 -0.49 -0.02 -0.74
H -2.5735 4.1909 -0.8290 -0.10 -0.01 0.57
H -1.4080 2.0159 -0.5006 -0.24 0.33 0.35
H -1.0663 0.0329 1.1035 0.50 0.93 0.11
H 0.0949 -1.6347 1.8920 -0.20 0.07 0.54
H 0.3180 -2.9863 3.9958 -0.08 0.32 0.30
H -0.2052 0.6360 6.3122 0.09 -0.10 -0.14
H -0.2437 1.9961 4.2042 -0.17 -0.80 -0.09
H -2.2645 2.1835 3.7574 0.28 0.20 -0.87
H -3.1655 4.4981 3.4280 0.03 -0.46 -0.01
```
Positions in Å, forces in eV/Å.

Output
HOMO level (eV): -10.7
E_tot (eV): -56231.232
Total charge: +1
Energy above the lowest of the compared OMol25 structures with the same formula, charge and spin (kJ/mol): 43.36
Frontier orbital gap (eV): 5.758